# C19H30N2O5SSbSe4V

A molecular structure, C19H30N2O5SSbSe4V (the ωB97M-V functional and the def2-TZVPD basis, the OMol25 dataset).

Element x y z (Å)
V (0.5441, -0.4201, -1.1047)
C (0.6579, 2.8206, 1.3673)
C (1.0852, 3.2459, -0.0310)
O (0.6347, 2.3786, -1.0354)
C (-0.6408, 2.6050, -1.6239)
C (-1.7456, 1.9598, -0.8173)
O (-1.3060, 0.6622, -0.4316)
C (-2.0769, 0.1630, 0.6607)
C (-1.4637, -1.1399, 1.1084)
O (-0.0312, -1.0574, 1.1141)
C (0.5566, -0.6800, 2.3453)
C (0.4852, 0.8142, 2.6239)
O (0.9952, 1.4656, 1.4942)
H (-0.4186, 2.9629, 1.5200)
H (1.1864, 3.4325, 2.1132)
H (2.1759, 3.2149, -0.0714)
H (0.7618, 4.2764, -0.2241)
H (-0.5919, 2.1333, -2.6000)
H (-0.8290, 3.6775, -1.7488)
H (-2.6687, 1.8723, -1.3964)
H (-1.9496, 2.5368, 0.0932)
H (-3.1002, -0.0224, 0.3218)
H (-2.0714, 0.9260, 1.4478)
H (-1.7124, -1.9131, 0.3855)
H (-1.8326, -1.4250, 2.0985)
H (1.6003, -0.9838, 2.2928)
H (0.0798, -1.2241, 3.1670)
H (1.0780, 1.0446, 3.5209)
H (-0.5467, 1.1261, 2.8180)
Se (-1.2754, 0.0327, -4.3793)
Sb (-2.2874, -2.1142, -3.2502)
Se (-0.3153, -2.6656, -1.7089)
Se (0.9514, 0.2083, -3.4273)
Se (-4.0513, -1.1284, -1.8123)
C (5.5882, -2.1994, 1.6736)
C (6.5826, -1.3328, 0.9084)
C (5.9065, -0.3812, -0.0758)
N (5.2335, -1.0853, -1.1532)
C (3.9077, -1.1864, -1.3274)
S (2.8045, -0.6456, -0.1543)
N (3.4598, -1.8050, -2.4453)
C (4.1821, -2.0274, -3.6475)
O (4.0185, -3.0436, -4.2647)
C (5.0802, -0.9417, -4.1030)
C (6.2534, -1.2776, -4.7716)
C (7.0904, -0.2825, -5.2500)
C (6.7440, 1.0506, -5.0863)
C (5.5604, 1.3844, -4.4411)
C (4.7304, 0.3971, -3.9409)
H (6.1032, -2.8907, 2.3434)
H (4.9731, -2.7861, 0.9898)
H (4.9124, -1.5831, 2.2677)
H (7.2926, -1.9633, 0.3632)
H (7.1779, -0.7351, 1.6046)
H (6.6448, 0.2889, -0.5239)
H (5.1631, 0.2274, 0.4320)
H (5.8255, -1.5134, -1.8457)
H (2.4687, -2.0623, -2.4524)
H (6.4893, -2.3247, -4.9194)
H (8.0075, -0.5437, -5.7639)
H (7.3907, 1.8288, -5.4722)
H (5.2773, 2.4244, -4.3394)
H (3.7909, 0.6508, -3.4630)

Its lowest unoccupied orbital energy (alpha / beta) is 2.091 / 2.090 eV. The relative energy (zero: lowest compared OMol25 entry of this formula, charge and spin) is 0.0 kcal/mol. The highest occupied orbital energy (alpha / beta) comes out at -3.08 / -2.99 eV. Its spin multiplicity is 2. As for the charge: -1.